Below is a single C6H9F3O2 molecule, with properties calculated with the ωB97M-V functional and the def2-TZVPD basis.

Cartesian coordinates (Å):
F1 3.75 0.10 1.31
C1 2.92 -0.06 0.30
F2 3.64 -0.51 -0.76
F3 2.45 1.15 -0.06
O1 1.96 -0.92 0.66
C2 0.84 -1.03 -0.24
C3 -0.29 -0.07 0.13
C4 -1.05 0.61 -1.01
C5 -2.17 1.24 -0.19
O2 -2.61 0.16 0.63
C6 -1.48 -0.69 0.90
H1 0.52 -2.08 -0.15
H2 1.18 -0.89 -1.27
H3 0.12 0.69 0.80
H4 -1.54 -0.19 -1.58
H5 -0.49 1.26 -1.68
H6 -3.01 1.65 -0.76
H7 -1.75 2.03 0.46
H8 -1.28 -0.73 1.97
H9 -1.73 -1.70 0.54

Properties
SMILES string = FC(F)(F)OC[C@H]1CCOC1
Lowest unoccupied orbital energy = 0.032 Eh
M = 170.13 g mol⁻¹
Largest force on an atom = 0.0138 hartree/bohr

Atomic partial charges in e from the Mulliken method, atoms 1 to 5: atom 1 (F): -0.260, atom 2 (C): 0.929, atom 3 (F): -0.273, atom 4 (F): -0.255, atom 5 (O): -0.354